Record 1
The following is a quantum chemistry calculation of a structure of composition C43H67BN8NaO7PS2, from the Open Molecules 2025 dataset.

Output
Kohn-Sham gap	0.24882	Ha
HOMO	-0.11517	hartree
charge	-2
energy relative to the best compared isomer or geometry (same formula, charge and spin)	0.0	kcal/mol

Atoms and positions in Å:
Na (1.134, -1.064, 0.379)
C (2.816, 0.609, -2.211)
C (2.146, 1.851, -2.772)
C (2.107, 1.803, -4.303)
C (0.764, 2.073, -2.221)
C (-0.136, 3.076, -2.633)
C (-1.271, 2.864, -1.886)
C (-2.532, 3.681, -1.879)
C (-2.668, 4.503, -3.157)
C (-2.558, 4.595, -0.651)
N (-1.033, 1.800, -1.068)
N (0.222, 1.321, -1.279)
B (-2.073, 1.045, -0.193)
N (-2.240, -0.429, -0.670)
N (-1.244, -1.338, -0.495)
C (-1.679, -2.490, -0.971)
C (-2.986, -2.346, -1.479)
C (-3.313, -1.025, -1.253)
C (-4.639, -0.352, -1.485)
C (-5.733, -1.050, -0.673)
C (-5.011, -0.322, -2.968)
C (-0.837, -3.728, -0.877)
C (-1.463, -4.729, 0.095)
C (-0.604, -4.351, -2.252)
N (-1.832, 1.089, 1.335)
N (-0.845, 0.349, 1.909)
C (-1.112, 0.285, 3.201)
C (-2.288, 1.001, 3.498)
C (-2.719, 1.497, 2.287)
C (-3.927, 2.363, 2.057)
C (-3.793, 3.689, 2.810)
C (-5.206, 1.635, 2.476)
C (-0.279, -0.546, 4.131)
C (-0.068, 0.132, 5.484)
C (-0.919, -1.923, 4.315)
H (3.794, 0.455, -2.672)
H (2.210, -0.276, -2.400)
H (2.975, 0.677, -1.138)
H (2.747, 2.730, -2.492)
H (1.487, 0.968, -4.631)
H (3.113, 1.650, -4.701)
H (1.700, 2.720, -4.735)
H (0.021, 3.833, -3.383)
H (-3.389, 3.006, -1.821)
H (-1.872, 5.248, -3.227)
H (-3.623, 5.035, -3.168)
H (-2.612, 3.868, -4.043)
H (-1.730, 5.307, -0.706)
H (-2.435, 4.020, 0.264)
H (-3.495, 5.156, -0.588)
H (-3.114, 1.597, -0.382)
H (-3.616, -3.109, -1.910)
H (-4.563, 0.678, -1.135)
H (-5.866, -2.078, -1.017)
H (-6.689, -0.528, -0.774)
H (-5.466, -1.091, 0.383)
H (-4.981, -1.328, -3.394)
H (-4.322, 0.307, -3.532)
H (-6.019, 0.078, -3.110)
H (0.132, -3.435, -0.471)
H (-2.476, -5.003, -0.219)
H (-1.509, -4.307, 1.099)
H (-0.858, -5.637, 0.144)
H (-1.553, -4.632, -2.722)
H (0.008, -5.251, -2.158)
H (-0.085, -3.648, -2.902)
H (-2.748, 1.144, 4.464)
H (-4.005, 2.582, 0.995)
H (-3.758, 3.512, 3.888)
H (-4.640, 4.347, 2.598)
H (-2.874, 4.206, 2.532)
H (-5.194, 1.424, 3.548)
H (-5.299, 0.682, 1.953)
H (-6.091, 2.239, 2.257)
H (0.691, -0.689, 3.653)
H (-1.011, 0.209, 6.036)
H (0.338, 1.138, 5.371)
H (0.627, -0.455, 6.087)
H (-1.938, -1.819, 4.704)
H (-0.330, -2.525, 5.010)
H (-0.953, -2.457, 3.366)
O (2.337, -2.895, 4.153)
S (2.159, -2.841, 2.709)
O (2.227, -1.476, 2.196)
O (1.003, -3.571, 2.213)
C (3.584, -3.765, 2.061)
C (4.054, -4.731, 2.949)
C (5.072, -5.605, 2.606)
C (5.641, -5.525, 1.347)
C (5.184, -4.568, 0.456)
C (4.165, -3.679, 0.789)
S (3.746, -2.485, -0.510)
O (4.256, -1.219, -0.020)
O (4.415, -2.983, -1.699)
O (2.287, -2.540, -0.592)
H (3.601, -4.776, 3.929)
H (5.411, -6.344, 3.324)
H (6.436, -6.201, 1.053)
H (5.607, -4.486, -0.535)
C (-0.951, -0.475, -6.617)
N (-0.339, -1.254, -5.564)
C (-0.393, -0.905, -4.229)
N (-1.420, -0.040, -3.899)
O (0.416, -1.302, -3.423)
H (-0.322, -0.506, -7.507)
H (-1.056, 0.568, -6.314)
H (-1.940, -0.855, -6.896)
H (0.495, -1.774, -5.778)
H (-2.306, -0.235, -4.336)
H (-1.489, 0.053, -2.891)
C (1.892, 1.971, 3.111)
P (2.486, 1.643, 1.403)
C (2.254, 3.327, 0.701)
C (4.286, 1.624, 1.744)
C (5.193, 2.510, 1.169)
C (6.556, 2.403, 1.421)
C (7.032, 1.404, 2.256)
C (6.136, 0.505, 2.824)
C (4.781, 0.607, 2.564)
H (2.081, 1.087, 3.720)
H (0.814, 2.132, 3.083)
H (2.390, 2.837, 3.558)
H (2.705, 4.113, 1.314)
H (1.177, 3.493, 0.627)
H (2.651, 3.377, -0.313)
H (4.842, 3.292, 0.506)
H (7.245, 3.099, 0.955)
H (8.094, 1.313, 2.448)
H (6.496, -0.301, 3.451)
H (4.097, -0.136, 2.960)

=====

Record 2
The following is a quantum chemistry calculation of a structure of composition C43H67N3P3SiSn, from the Open Molecules 2025 dataset.

Output
Kohn-Sham gap	0.28287	Ha
HOMO	-0.36419	hartree
charge	+1

Atoms and positions in Å:
Sn (0.308, 0.647, 0.426)
C (2.830, -2.384, 0.202)
Si (1.284, -1.518, -0.542)
C (-0.124, -2.791, -0.411)
C (-0.027, -3.931, -1.213)
C (-1.000, -4.902, -1.180)
C (-2.083, -4.765, -0.341)
C (-2.181, -3.659, 0.485)
C (-1.193, -2.684, 0.474)
P (-1.349, -1.125, 1.404)
C (-3.100, -0.605, 1.527)
C (-3.628, -0.335, 0.103)
C (-5.055, 0.236, 0.144)
C (-6.026, -0.644, 0.966)
C (-5.345, -1.899, 1.546)
C (-4.113, -1.458, 2.357)
C (-0.590, -1.081, 3.144)
C (0.663, -1.961, 3.277)
C (0.332, -3.471, 3.391)
C (-1.070, -3.712, 3.943)
C (-1.386, -2.693, 5.014)
C (-1.471, -1.267, 4.422)
C (1.828, -1.074, -2.325)
C (2.919, -1.732, -2.921)
C (3.545, -1.258, -4.065)
C (3.099, -0.060, -4.619)
C (1.998, 0.587, -4.086)
C (1.355, 0.078, -2.958)
P (-0.121, 0.872, -2.261)
C (0.030, 2.720, -2.251)
C (1.372, 3.223, -1.707)
C (1.214, 4.631, -1.146)
C (0.124, 5.434, -1.881)
C (0.071, 5.007, -3.330)
C (-0.323, 3.510, -3.521)
C (-1.511, 0.345, -3.370)
C (-1.791, -1.161, -3.144)
C (-2.976, -1.636, -3.992)
C (-2.729, -1.418, -5.470)
C (-2.480, 0.066, -5.688)
C (-1.269, 0.578, -4.864)
H (3.095, -3.313, -0.341)
H (3.701, -1.735, 0.178)
H (2.674, -2.673, 1.250)
H (0.781, -4.050, -1.913)
H (-0.934, -5.766, -1.830)
H (-2.870, -5.514, -0.310)
H (-3.018, -3.534, 1.168)
H (-3.038, 0.374, 2.022)
H (-2.951, 0.327, -0.454)
H (-3.653, -1.275, -0.458)
H (-4.996, 1.216, 0.590)
H (-5.431, 0.340, -0.879)
H (-6.422, -0.069, 1.806)
H (-6.889, -0.920, 0.380)
H (-6.013, -2.438, 2.188)
H (-5.057, -2.578, 0.741)
H (-4.493, -0.842, 3.178)
H (-3.630, -2.310, 2.834)
H (-0.292, -0.040, 3.111)
H (1.365, -1.786, 2.467)
H (1.160, -1.616, 4.197)
H (0.459, -3.958, 2.425)
H (1.054, -3.928, 4.080)
H (-1.814, -3.683, 3.135)
H (-1.134, -4.736, 4.346)
H (-2.327, -2.944, 5.508)
H (-0.602, -2.765, 5.771)
H (-2.495, -0.980, 4.240)
H (-1.107, -0.554, 5.176)
H (3.333, -2.613, -2.466)
H (4.399, -1.772, -4.517)
H (3.616, 0.372, -5.467)
H (1.617, 1.487, -4.542)
H (-0.744, 3.016, -1.530)
H (1.803, 2.580, -0.942)
H (2.114, 3.221, -2.519)
H (0.976, 4.567, -0.076)
H (2.155, 5.166, -1.199)
H (-0.851, 5.235, -1.406)
H (0.280, 6.500, -1.758)
H (-0.622, 5.643, -3.895)
H (1.055, 5.164, -3.758)
H (-1.384, 3.394, -3.765)
H (0.221, 3.161, -4.396)
H (-2.400, 0.869, -3.005)
H (-0.898, -1.708, -3.446)
H (-1.990, -1.390, -2.104)
H (-3.209, -2.694, -3.764)
H (-3.855, -1.051, -3.701)
H (-1.866, -2.006, -5.790)
H (-3.594, -1.712, -6.054)
H (-2.314, 0.308, -6.738)
H (-3.401, 0.626, -5.418)
H (-0.375, 0.020, -5.153)
H (-1.089, 1.623, -5.087)
C (5.045, 3.551, 2.611)
N (3.660, 3.696, 3.083)
C (3.620, 3.278, 4.492)
N (4.094, 1.943, 4.714)
C (5.471, 1.877, 4.221)
N (5.592, 2.231, 2.829)
C (4.938, 1.258, 1.967)
P (3.102, 1.126, 2.240)
C (2.739, 2.931, 2.274)
C (3.212, 0.962, 4.097)
H (5.653, 4.281, 3.169)
H (5.088, 3.791, 1.555)
H (2.608, 3.445, 4.869)
H (4.285, 3.935, 5.068)
H (5.889, 0.884, 4.400)
H (6.034, 2.591, 4.815)
H (5.358, 0.270, 2.210)
H (5.165, 1.489, 0.940)
H (1.718, 3.102, 2.655)
H (2.803, 3.353, 1.252)
H (3.580, -0.055, 4.339)
H (2.216, 1.094, 4.551)

=====

Record 3
The following is a quantum chemistry calculation of a cluster of 8 separate species, C43H68BCl16IN2O7PS4 in total, from the Open Molecules 2025 dataset.

Output
Kohn-Sham gap	0.18118	Ha
HOMO	-0.12870	hartree
charge	-1
energy relative to the best compared isomer or geometry (same formula, charge and spin)	0.0	kcal/mol

Atoms and positions in Å:
C (-3.365, -0.932, 6.776)
C (-3.998, -0.594, 5.580)
B (-3.220, 0.137, 4.333)
C (-3.298, 1.755, 4.681)
C (-4.287, 2.555, 3.776)
C (-5.730, 1.977, 3.744)
S (-6.750, 3.089, 2.669)
O (-7.666, 3.890, 3.458)
O (-5.933, 3.994, 1.866)
O (-7.570, 2.144, 1.584)
O (-3.798, -0.329, 3.067)
C (-2.871, -0.837, 2.099)
C (-3.593, -2.040, 1.409)
C (-2.708, -2.550, 0.207)
C (-2.261, -4.056, 0.284)
S (-0.472, -4.355, 0.041)
C (0.058, -3.637, -1.510)
S (-0.580, -2.323, -2.259)
N (1.220, -4.322, -2.112)
C (1.331, -3.932, -3.522)
C (2.230, -2.925, -4.030)
C (2.221, -2.582, -5.436)
C (1.329, -3.232, -6.346)
C (0.476, -4.259, -5.837)
C (0.472, -4.604, -4.464)
C (2.401, -3.942, -1.338)
C (3.482, -4.871, -1.096)
C (4.618, -4.535, -0.322)
C (4.750, -3.173, 0.291)
C (3.680, -2.262, 0.046)
C (2.538, -2.641, -0.737)
C (-2.819, 0.346, 1.089)
O (-2.136, 1.524, 1.597)
N (-2.205, 2.458, 0.593)
O (-1.901, 3.511, 1.040)
C (-1.632, -1.132, 3.081)
C (-0.200, -1.392, 2.513)
C (0.440, -0.263, 1.658)
C (0.806, 1.018, 2.496)
I (1.385, 2.525, 1.015)
P (-1.942, -2.774, 4.034)
S (-0.796, -3.001, 5.597)
O (-1.775, -0.200, 4.126)
H (-3.145, -1.997, 7.006)
H (-3.038, -0.168, 7.512)
H (-5.092, -0.836, 5.464)
H (-2.300, 2.265, 4.693)
H (-3.674, 1.853, 5.734)
H (-4.376, 3.582, 4.208)
H (-3.953, 2.704, 2.730)
H (-6.230, 2.014, 4.737)
H (-5.825, 0.970, 3.288)
H (-6.961, 2.100, 0.820)
H (-3.940, -2.825, 2.109)
H (-4.528, -1.598, 0.946)
H (-3.212, -2.344, -0.761)
H (-1.770, -1.948, 0.179)
H (-2.581, -4.495, 1.258)
H (-2.832, -4.622, -0.491)
H (2.914, -2.373, -3.368)
H (2.896, -1.777, -5.807)
H (1.328, -2.921, -7.406)
H (-0.192, -4.785, -6.538)
H (-0.216, -5.377, -4.080)
H (3.441, -5.900, -1.496)
H (5.425, -5.259, -0.118)
H (5.598, -2.852, 0.915)
H (3.785, -1.260, 0.505)
H (1.756, -1.864, -0.844)
H (-3.874, 0.644, 0.869)
H (-2.368, 0.106, 0.095)
H (0.468, -1.532, 3.401)
H (-0.220, -2.376, 1.995)
H (-0.116, -0.016, 0.725)
H (1.426, -0.661, 1.303)
H (1.745, 0.788, 3.033)
H (-0.024, 1.359, 3.140)
H (-3.334, -2.908, 4.312)
H (-1.658, -3.807, 3.078)
Cl (8.112, -0.514, -0.641)
C (8.383, -1.554, -2.065)
C (7.089, -2.072, -2.646)
Cl (6.267, -3.242, -1.585)
H (9.041, -2.370, -1.766)
H (8.906, -0.948, -2.805)
H (7.286, -2.592, -3.584)
H (6.390, -1.261, -2.848)
Cl (4.161, 2.801, -1.664)
C (3.976, 4.571, -1.748)
C (2.664, 4.976, -2.377)
Cl (2.601, 4.583, -4.116)
H (4.825, 4.973, -2.298)
H (4.026, 4.941, -0.727)
H (2.534, 6.055, -2.292)
H (1.820, 4.491, -1.889)
Cl (5.514, -8.349, -0.161)
C (7.266, -8.641, -0.301)
C (8.072, -7.382, -0.087)
Cl (7.853, -6.210, -1.410)
H (7.458, -9.076, -1.281)
H (7.525, -9.379, 0.458)
H (9.134, -7.626, -0.052)
H (7.805, -6.890, 0.848)
Cl (-2.609, 7.649, 1.663)
C (-4.182, 7.011, 2.214)
C (-4.384, 7.192, 3.700)
Cl (-3.291, 6.160, 4.655)
H (-4.240, 5.961, 1.929)
H (-4.953, 7.556, 1.669)
H (-5.402, 6.908, 3.969)
H (-4.225, 8.225, 4.004)
Cl (-3.228, 3.640, -0.878)
C (-4.400, 4.707, -1.707)
C (-5.824, 4.253, -1.495)
Cl (-6.176, 2.710, -2.327)
H (-4.141, 4.743, -2.766)
H (-4.270, 5.708, -1.291)
H (-6.515, 4.993, -1.900)
H (-6.044, 4.123, -0.436)
Cl (4.408, 7.242, -0.149)
C (4.983, 8.845, -0.674)
C (6.159, 8.748, -1.617)
Cl (7.627, 8.153, -0.803)
H (5.228, 9.422, 0.215)
H (4.146, 9.331, -1.176)
H (6.395, 9.736, -2.013)
H (5.946, 8.086, -2.455)
Cl (-6.698, -1.338, 2.035)
C (-8.434, -1.661, 1.802)
C (-9.303, -0.637, 2.493)
Cl (-9.206, -0.763, 4.269)
H (-8.640, -2.669, 2.160)
H (-8.619, -1.637, 0.728)
H (-10.347, -0.794, 2.221)
H (-9.025, 0.377, 2.211)
Cl (7.098, -1.618, -6.289)
C (5.930, -2.549, -7.261)
C (5.386, -1.752, -8.411)
Cl (4.339, -0.426, -7.849)
H (5.131, -2.882, -6.600)
H (6.457, -3.429, -7.629)
H (4.777, -2.393, -9.049)
H (6.182, -1.325, -9.020)